# 1
C34H79InNO11S3 as an isolated structure at a distorted geometry, computed with ωB97M-V/def2-TZVPD.

Results
HOMO level (hartree): -0.1712
Kohn-Sham gap (eV): 6.63
Charge: -1
E_tot (Eh): -3609.344708
Spin multiplicity: 1
Largest force on an atom (eV/Å): 7.01

Atoms and positions in Å:
H  5.16  -2.24  1.27
H  -2.99  6.76  -8.23
C  1.16  1.02  6.79
C  0.62  -1.18  -0.43
H  0.64  -4.06  4.65
H  0.12  4.51  -3.67
H  2.09  1.73  7.04
H  -4.30  0.25  0.99
C  -0.95  -1.28  0.14
H  1.38  -0.91  0.42
C  -4.36  1.68  -1.64
C  -3.88  0.36  -2.48
H  5.26  1.56  -0.17
C  -2.65  -3.42  1.61
C  -0.28  6.29  -9.84
C  -0.27  -8.11  4.04
C  0.82  6.15  -6.58
H  0.01  0.97  -1.25
H  -2.18  5.27  -8.73
H  0.59  -0.72  -3.85
H  4.12  6.34  2.26
C  4.20  -2.82  -0.60
H  6.35  -4.02  2.52
H  -4.78  2.50  -2.39
H  -0.65  -1.63  -2.73
H  -3.77  -0.53  -1.72
H  -0.84  5.94  -10.71
H  1.89  -6.08  5.22
H  -4.76  0.11  -3.26
H  2.17  0.45  4.74
H  -1.62  -0.36  -0.25
C  0.54  -0.01  -1.63
S  -0.37  1.43  1.61
H  3.29  1.94  1.29
O  -1.13  7.06  -9.00
C  0.09  -4.95  4.94
C  3.00  2.85  0.74
O  -1.12  -4.98  4.17
H  6.51  -4.60  -2.13
C  -3.87  -3.03  0.56
C  1.69  -0.08  5.68
H  1.63  0.32  -1.97
H  0.87  2.80  -3.96
In  -1.95  0.71  -3.70
H  -1.51  -2.54  3.34
H  -3.05  -5.66  4.23
H  0.87  6.48  -5.54
H  2.45  -0.79  6.25
H  0.89  0.46  7.80
H  -1.81  -4.09  1.11
C  -1.49  2.92  -3.91
O  -5.73  3.87  1.28
C  -1.54  6.07  -6.81
C  -2.03  6.24  -8.25
H  -2.29  5.49  -6.25
H  -5.13  4.67  1.48
S  -4.88  2.51  1.87
C  -5.23  0.95  0.87
H  2.43  4.91  1.15
H  -6.54  2.03  -0.76
H  -3.94  -1.86  0.53
H  -6.07  0.24  -1.15
H  -2.57  -4.61  5.59
H  0.89  -1.84  4.31
H  0.13  3.33  -2.21
N  -0.86  -1.42  1.61
H  -5.87  -3.98  -0.10
C  5.48  -4.39  -1.84
H  0.80  7.01  -7.25
H  5.16  -5.15  -1.11
C  -1.96  -2.12  2.32
H  -2.01  -6.31  5.52
H  -5.14  -4.87  1.40
H  6.71  -4.02  0.77
H  5.63  5.41  2.48
H  3.41  -3.50  -0.95
O  4.70  -4.28  1.31
H  -0.94  -8.86  4.48
C  0.49  -1.06  5.09
C  -2.24  -5.42  4.93
C  5.26  2.64  0.05
H  -1.37  -2.20  -0.46
H  -0.01  -1.65  5.99
H  3.90  -1.80  -0.84
H  6.29  -5.54  1.59
H  -6.00  -3.13  1.58
H  -6.15  0.42  1.42
H  2.07  2.63  0.20
H  6.00  3.13  -0.59
H  1.21  -6.25  3.60
C  -0.66  -0.11  2.36
H  -3.48  2.16  -1.03
O  -0.32  5.31  -6.76
H  5.54  2.80  1.09
H  -3.14  -4.11  2.45
O  0.33  -7.39  5.11
H  0.15  5.44  -9.32
O  -3.37  2.83  1.74
H  0.91  -2.19  -1.00
O  3.98  3.18  -0.25
H  -2.36  0.12  -5.38
H  -1.42  7.03  -6.31
O  5.42  -3.08  -1.30
H  -2.36  3.56  -3.40
C  0.00  3.37  -3.38
H  -0.86  -7.46  3.39
C  -5.29  -3.79  0.91
H  0.28  1.70  6.43
C  4.39  -2.93  0.92
C  -0.21  -0.57  -3.00
H  1.71  5.56  -6.80
C  4.64  5.41  2.00
H  0.53  6.94  -10.19
H  -2.80  -1.36  2.64
H  -1.53  3.20  -5.06
C  0.96  -6.18  4.66
H  4.84  -4.45  -2.73
S  -0.76  0.06  4.26
H  -3.55  -3.38  -0.53
C  2.75  4.02  1.69
O  3.91  4.29  2.49
H  0.50  -8.62  3.46
H  1.95  3.74  2.39
H  4.78  5.37  0.91
C  -5.65  1.25  -0.69
O  -5.14  2.18  3.36
H  -0.14  -4.87  6.01
C  6.09  -4.46  1.55
H  3.45  -2.67  1.41

# 2
A 3-piece molecular cluster, C34H81N7O3P3 overall at a distorted geometry, computed with ωB97M-V/def2-TZVPD.

Results
HOMO level (hartree): -0.3442
Kohn-Sham gap (eV): 4.35
Charge: +1
E_tot (Eh): -2976.275779
Spin multiplicity: 1
Largest force on an atom (eV/Å): 9.11

Atoms and positions in Å:
H  7.66  -5.25  1.13
H  3.43  5.44  2.27
C  -3.99  2.85  -0.36
C  -7.95  -0.09  3.51
H  -0.88  1.26  -0.62
H  1.14  4.70  4.16
N  5.62  -4.82  0.78
H  3.16  0.12  -3.12
H  3.01  -2.94  -1.99
C  -8.80  3.46  2.10
H  0.04  2.33  4.54
H  1.89  1.97  4.39
H  0.72  -0.27  4.25
C  -5.62  2.51  -0.52
H  -7.93  4.26  0.12
H  4.97  -7.41  1.47
C  1.10  -1.65  1.66
C  0.88  1.96  3.78
H  -6.11  3.11  -1.41
H  -2.27  -0.93  -1.40
H  5.64  -4.62  -3.56
H  4.07  -3.07  -3.37
H  -2.04  1.47  0.87
H  -8.53  2.47  0.02
H  -8.91  0.64  1.45
H  -6.24  1.84  1.57
H  5.05  3.46  2.43
H  -8.23  -2.51  4.96
O  -9.68  -2.27  3.02
H  1.35  2.67  1.55
H  4.70  -2.35  -1.88
C  0.86  3.07  2.54
C  3.89  3.22  2.58
C  0.19  -1.65  0.26
H  6.32  -4.68  2.80
H  3.54  2.81  1.51
H  3.45  4.67  -1.60
H  0.40  -2.69  -0.26
H  -5.81  3.75  1.39
C  6.84  -5.55  0.47
N  2.51  2.08  -5.25
H  4.32  -8.54  0.35
N  4.51  -6.57  -0.47
H  4.81  3.09  -2.35
H  7.20  -5.34  -0.53
H  2.57  4.01  -6.19
H  2.12  -2.22  1.55
H  2.17  3.57  -1.05
H  3.82  2.36  3.37
H  -10.18  0.57  3.03
C  2.26  -0.11  -3.67
H  3.94  3.72  -5.11
H  1.39  0.56  -6.27
H  -8.57  4.53  2.57
H  3.49  4.86  4.10
H  -3.84  3.92  -0.87
C  -7.47  2.12  4.23
H  -0.89  1.01  -3.57
C  -9.08  0.72  2.60
H  0.48  -2.10  2.56
C  4.24  -7.50  0.66
P  4.15  -4.86  -0.14
H  -5.78  1.35  -0.74
C  4.05  -3.14  -2.28
H  -0.30  3.20  2.28
N  2.83  3.22  -3.06
H  -1.45  -1.25  1.85
C  1.45  -0.09  2.05
H  -1.83  -2.64  0.63
C  3.26  3.24  -5.82
H  -0.64  0.40  3.08
C  2.55  4.13  -1.92
C  -8.72  2.22  3.17
H  2.57  0.09  2.37
C  -0.06  0.40  -3.96
C  1.81  1.54  -6.44
H  -3.42  -0.71  0.13
H  1.01  2.22  -6.76
C  3.12  4.59  3.02
H  6.03  -5.82  -2.38
C  0.51  0.44  3.31
C  1.48  4.49  3.06
H  4.43  1.91  -3.56
N  4.50  -4.47  -1.80
O  3.84  -3.37  0.15
C  5.74  -4.77  -2.49
H  1.06  5.34  2.35
H  1.23  0.55  1.07
H  6.55  -4.13  -2.13
H  2.50  1.40  -7.27
H  3.24  -7.34  1.08
H  -9.94  3.53  1.76
C  3.61  -7.11  -1.53
P  -9.01  -1.50  4.26
H  2.55  -0.34  -4.70
N  -7.10  0.78  4.40
H  -2.48  2.28  -2.08
H  -0.19  0.38  -5.05
C  -1.94  1.00  -0.20
H  3.82  -8.17  -1.72
H  1.83  4.90  -2.19
H  -6.92  3.02  4.79
H  -0.23  -0.63  -3.61
N  1.23  0.92  -3.54
H  0.54  -0.83  -0.50
H  -6.30  0.46  5.03
H  4.71  -4.03  2.53
C  -6.37  2.83  0.94
H  3.79  1.73  -1.90
C  -3.03  1.79  -1.17
H  1.91  -1.06  -3.25
C  -2.31  -0.60  -0.27
C  5.40  -4.82  2.23
H  6.76  -6.64  0.57
O  0.52  3.06  -2.76
H  -10.13  -1.04  5.07
H  -3.78  2.85  0.79
C  -7.94  3.24  0.72
C  -1.38  -1.54  0.72
H  -3.75  0.96  -1.63
H  4.95  -5.76  2.60
H  2.56  -7.01  -1.24
P  1.45  2.60  -3.92
H  3.74  -6.62  -2.50
H  -9.63  2.46  3.91
H  3.90  2.92  -6.65
H  -7.22  -0.59  2.75
C  4.01  2.45  -2.70

# 3
A 11-piece molecular cluster, C34H84F18N6O18PS4 overall at a distorted geometry, computed with ωB97M-V/def2-TZVPD.

Results
HOMO level (hartree): -0.3837
Kohn-Sham gap (eV): 7.35
Charge: +1
E_tot (Eh): -6760.250497
Spin multiplicity: 1
Largest force on an atom (eV/Å): 3.18

Atoms and positions in Å:
C  1.30  -4.44  1.66
C  -2.03  6.39  -0.50
C  3.95  2.66  -2.53
H  0.88  0.06  0.41
H  3.19  -4.97  3.61
O  1.36  -2.57  6.25
C  5.86  2.48  4.00
H  2.50  0.58  3.21
F  -6.21  4.52  -2.40
H  -1.01  -8.48  -1.44
O  -4.55  -1.94  -2.84
C  2.53  1.51  2.67
H  -3.11  1.98  0.04
C  -2.46  -6.25  -2.08
C  -1.10  -1.49  0.83
H  3.82  -3.65  2.57
F  -7.24  -2.45  -1.34
O  -3.52  3.96  -2.72
H  1.46  2.95  -1.45
S  -4.12  4.58  -3.93
H  3.33  -7.17  1.89
O  -1.80  2.11  -1.62
N  2.78  3.39  -3.10
C  -3.62  -8.39  -2.13
C  -3.79  -6.98  -0.16
H  -2.58  4.45  0.95
O  1.28  -0.10  5.69
C  3.81  3.90  4.39
O  0.97  5.68  -3.89
O  -5.07  -4.26  -1.96
O  -3.58  -2.81  -0.73
H  3.04  -4.82  -1.75
H  4.59  1.26  2.24
H  -2.10  5.74  2.14
H  0.54  -4.92  1.05
C  -0.99  -1.36  5.92
H  -2.35  0.53  2.26
H  -2.12  5.43  -1.00
H  -4.57  -6.40  -0.64
F  5.03  -0.98  -1.09
N  -1.26  -0.05  0.40
H  3.69  3.57  -4.92
H  -1.17  6.40  0.17
F  -6.67  4.98  -4.44
H  2.81  1.58  5.09
F  -6.15  2.92  -3.76
H  1.55  -3.42  1.34
H  -0.63  0.39  2.36
H  1.62  -4.56  -0.76
C  -2.89  5.33  1.50
H  4.56  -5.21  2.43
N  -2.86  -7.41  -1.24
S  -4.67  -2.85  -1.75
H  -1.52  1.79  1.46
H  -0.07  1.42  -0.49
H  -4.19  -7.83  0.39
O  1.54  2.36  3.15
F  -5.92  -0.82  -0.67
O  -1.78  -4.81  -0.23
F  -1.59  -2.53  5.80
C  4.30  -0.82  0.01
H  -3.05  -8.76  -2.98
H  -4.32  4.92  -0.88
H  -2.04  -1.91  1.17
H  4.13  4.63  3.63
H  4.91  3.08  -2.79
H  -0.78  -2.12  0.02
N  -3.21  6.33  0.43
H  -0.35  -1.61  1.61
C  -3.52  7.64  0.98
C  -1.99  7.49  -1.61
C  -2.81  1.47  -0.87
N  2.60  -5.24  1.62
H  -3.79  5.20  2.08
S  5.21  -1.33  1.57
H  1.85  3.73  -4.97
H  1.90  -6.75  2.82
F  0.70  -3.83  -3.55
H  3.07  4.77  -1.53
H  -4.36  7.48  1.64
H  1.57  1.73  -2.89
C  -1.69  -8.16  -0.64
H  2.73  3.78  4.37
H  4.09  0.50  4.74
F  1.88  -0.77  -3.21
H  2.39  1.17  1.64
H  -2.26  2.76  -2.21
C  0.07  0.38  -0.24
H  -2.59  8.00  1.43
C  2.72  3.21  -4.57
F  -1.11  -1.02  7.19
H  -1.21  -7.54  0.12
H  1.27  2.96  2.45
O  4.10  -1.08  2.55
F  3.16  -1.51  -0.04
O  6.26  -0.27  1.59
O  -3.84  4.04  -5.22
C  -1.44  0.75  1.72
F  2.80  -2.86  -3.41
H  3.89  1.62  -2.85
C  3.62  -4.72  2.64
H  -2.89  7.47  -2.23
H  4.22  -5.58  0.42
H  3.77  5.24  -3.16
C  3.89  1.53  5.04
H  -4.50  -7.89  -2.55
H  1.81  -6.63  -2.15
C  2.38  -6.64  1.87
C  -2.40  0.01  -0.52
O  5.55  -2.72  1.23
F  1.17  -2.09  -5.00
F  -1.54  -0.42  5.18
C  2.46  -5.23  -0.92
C  -1.40  -5.37  -1.46
H  -2.04  -6.78  -2.94
H  -2.44  -4.10  -0.50
H  6.22  3.25  3.31
H  6.12  3.02  4.91
H  1.17  6.57  -4.19
H  -1.18  -4.63  -2.24
H  0.94  -4.42  2.68
H  -4.47  6.64  -1.28
H  2.01  6.56  -2.36
H  -5.28  6.01  0.25
C  -4.46  5.92  -0.46
H  -3.41  -5.76  -2.32
N  4.36  2.46  3.99
H  -1.16  7.16  -2.26
H  2.79  2.14  -4.75
H  0.70  3.25  -3.07
O  0.68  -1.81  3.98
O  -4.12  6.03  -3.75
C  2.92  4.85  -2.61
H  0.28  -0.20  -1.15
H  -3.19  -0.49  0.02
P  1.28  -2.30  -3.40
H  -0.51  -5.96  -1.30
C  3.89  2.02  2.61
F  3.95  0.44  0.02
H  4.38  1.82  5.97
S  0.81  -1.49  5.45
H  -3.30  -6.28  0.52
H  -3.82  8.37  0.24
F  -0.21  -1.79  -3.31
H  -2.16  -0.63  -1.36
C  -6.07  -2.14  -0.80
F  -6.07  -2.63  0.44
O  -1.70  8.70  -0.92
H  -3.62  1.16  -1.52
H  -4.07  -9.19  -1.54
F  1.33  -2.46  -1.78
H  3.50  -3.97  0.29
C  -5.89  4.23  -3.65
H  0.95  5.17  -1.91
H  -2.08  -9.09  -0.27
H  4.08  2.89  1.96
C  1.47  2.73  -2.51
H  -1.77  9.50  -1.44
H  1.79  -7.11  1.08
H  6.25  1.47  3.88
H  3.89  2.69  -1.43
H  4.23  4.13  5.35
C  3.28  -5.03  0.32
O  2.06  -6.55  -1.23
C  1.59  5.60  -2.67